Formula: C36H51BClN7O5PPt
Source: the OMol25 dataset
Level of theory: the ωB97M-V functional and the def2-TZVPD basis

Properties
* lowest unoccupied orbital energy: -2.890 eV
* total charge: +1
* relative energy (zero: lowest compared OMol25 entry of this formula, charge and spin): 0.0 kJ/mol
* molar mass: 934.17 u
* orbital gap: 0.2582 Eh
* E: -84562.6685 eV
* HOMO level: -9.92 eV

Each line ends with the Mulliken charge.
CARTESIAN COORDINATES (ANGSTROEM)
1 Pt -0.779 0.195 0.518  2.58
2 C 2.229 -1.934 0.173  -0.50
3 C 0.925 -2.500 0.615  0.36
4 C 0.630 -3.843 0.855  -1.53
5 C -0.709 -3.892 1.187  1.02
6 C -1.549 -5.076 1.527  -1.44
7 N -1.187 -2.636 1.170  0.75
8 N -0.180 -1.782 0.829  -0.48
9 B -2.659 -2.154 1.262  -1.19
10 N -3.063 -1.561 -0.092  0.74
11 N -2.148 -0.810 -0.775  0.34
12 C -2.496 -0.853 -2.073  0.63
13 C -1.713 -0.443 -3.279  -1.36
14 C -3.693 -1.562 -2.189  -1.76
15 C -4.011 -2.013 -0.928  0.95
16 C -5.156 -2.864 -0.496  -1.44
17 N -2.749 -1.068 2.326  0.68
18 N -1.889 -0.016 2.274  0.18
19 C -1.980 0.630 3.454  0.74
20 C -1.139 1.752 3.958  -1.69
21 C -2.953 0.000 4.226  -1.58
22 C -3.406 -1.075 3.491  0.76
23 C -4.414 -2.111 3.853  -1.40
24 H 3.048 -2.493 0.623  0.58
25 H 2.329 -0.889 0.453  -0.67
26 H 2.323 -2.007 -0.910  0.25
27 H 1.314 -4.672 0.794  0.57
28 H -0.921 -5.962 1.580  0.39
29 H -2.316 -5.247 0.771  0.27
30 H -2.046 -4.948 2.488  0.28
31 H -3.362 -3.067 1.553  -0.14
32 H -0.644 -0.564 -3.131  0.09
33 H -1.913 0.581 -3.585  0.22
34 H -2.007 -1.110 -4.088  0.50
35 H -4.216 -1.773 -3.106  0.59
36 H -5.722 -3.178 -1.370  0.40
37 H -5.826 -2.312 0.164  0.25
38 H -4.822 -3.753 0.036  0.27
39 H -0.434 2.102 3.217  0.13
40 H -0.596 1.409 4.840  0.52
41 H -1.781 2.574 4.273  0.54
42 H -3.254 0.284 5.220  0.59
43 H -4.843 -1.873 4.824  0.41
44 H -3.962 -3.101 3.912  0.25
45 H -5.219 -2.155 3.121  0.26
46 C -1.187 4.773 2.831  -1.18
47 C -2.373 4.235 2.063  -0.58
48 O -2.208 2.876 1.552  -0.32
49 P -1.690 2.320 0.161  1.14
50 O -2.988 2.106 -0.693  -0.14
51 C -4.109 3.029 -0.726  -0.25
52 C -5.252 2.446 0.067  -1.12
53 O 0.619 1.095 1.583  -1.05
54 C 1.297 0.368 2.597  0.07
55 C 2.320 1.310 3.201  -1.79
56 H -1.409 5.810 3.089  0.46
57 H -0.276 4.762 2.241  0.26
58 H -1.014 4.231 3.758  0.30
59 H -2.624 4.890 1.232  0.41
60 H -3.248 4.158 2.708  0.39
61 H -4.353 3.144 -1.780  0.43
62 H -3.801 4.000 -0.343  0.24
63 H -5.526 1.469 -0.330  0.28
64 H -6.121 3.101 0.000  0.45
65 H -4.977 2.335 1.116  0.22
66 H 1.805 -0.510 2.197  0.56
67 H 0.607 0.002 3.363  0.18
68 H 2.994 1.677 2.427  0.28
69 H 2.910 0.789 3.956  0.41
70 H 1.838 2.169 3.670  0.35
71 Cl -0.638 3.943 -0.453  -0.30
72 C 7.182 -2.445 -2.259  -1.55
73 C 6.461 -1.215 -1.780  1.12
74 C 7.134 -0.263 -1.025  -0.79
75 C 6.495 0.885 -0.578  -1.12
76 C 5.162 1.082 -0.882  -0.34
77 C 4.472 0.130 -1.625  -1.31
78 N 3.081 0.336 -1.883  1.30
79 C 2.603 1.081 -2.923  1.21
80 C 3.455 1.438 -3.984  -0.63
81 C 2.987 2.161 -5.057  -0.80
82 C 1.654 2.570 -5.124  -0.97
83 C 0.812 2.239 -4.090  -1.02
84 C 1.252 1.493 -2.986  0.17
85 C 0.243 1.232 -1.945  0.33
86 O -0.864 1.768 -1.977  -0.48
87 O 0.542 0.385 -0.984  -0.20
88 C 5.108 -1.020 -2.094  1.74
89 C 4.375 -2.033 -2.930  -2.11
90 H 8.190 -2.487 -1.852  0.41
91 H 7.260 -2.460 -3.348  0.33
92 H 6.658 -3.357 -1.964  0.32
93 H 8.179 -0.423 -0.787  0.39
94 H 7.038 1.620 0.002  0.42
95 H 4.636 1.970 -0.551  0.57
96 H 2.445 0.220 -1.113  -0.70
97 H 4.493 1.136 -3.941  0.54
98 H 3.670 2.415 -5.857  0.41
99 H 1.293 3.141 -5.967  0.44
100 H -0.223 2.553 -4.102  0.45
101 H 3.410 -1.651 -3.257  0.32
102 H 4.206 -2.959 -2.374  0.38
103 H 4.955 -2.300 -3.814  0.56

Forces on atoms 1 to 6 (eV/Å):
0.2 0.2 0.3
0.0 0.0 0.0
0.0 0.0 0.1
0.0 0.0 0.0
0.0 0.0 0.1
0.0 0.0 0.0